(1)
Formula: C30H43BeN3OSb
Source: OMol25
Level of theory: the ωB97M-V functional and the def2-TZVPD basis

Each line ends with the Löwdin charge.
Positions of all 79 atoms, in Å:
Be 0.1858 -0.8490 0.0360  0.1956
C 5.1548 0.4638 -0.5956  -0.0374
C 5.5950 -0.6768 0.0559  -0.0375
C 4.7078 -1.7190 0.2616  -0.0015
C 3.3999 -1.5816 -0.1958  -0.2203
N 2.9696 -0.4791 -0.7976  0.0953
C 3.8284 0.5136 -0.9933  -0.1240
C 2.4062 -2.6772 -0.0534  -0.1560
C 2.8345 -3.9954 -0.0712  0.0102
C 1.9307 -5.0315 0.0797  -0.0087
C 0.5979 -4.7191 0.2655  -0.0083
C 0.2301 -3.3905 0.2613  -0.0770
N 1.0966 -2.3709 0.0859  0.1200
H 5.8173 1.2957 -0.7872  0.1127
H 6.6159 -0.7561 0.4039  0.1188
H 5.0300 -2.6007 0.7959  0.1174
H 3.4394 1.3893 -1.5024  0.1084
H 3.8786 -4.2121 -0.2356  0.1211
H 2.2654 -6.0597 0.0499  0.1258
H -0.1566 -5.4785 0.4082  0.1253
H -0.8012 -3.1190 0.4131  0.1074
C -0.4113 0.1734 2.9575  -0.0640
C -1.3102 -1.0108 3.3231  -0.3491
C -0.4554 -2.2439 3.6384  -0.0452
C -2.4410 -1.3601 2.3615  -0.1259
C -3.6350 -1.7890 2.9355  -0.0398
C -4.7152 -2.1797 2.1658  -0.0784
C -4.6071 -2.1254 0.7867  -0.0384
C -3.4431 -1.6939 0.1577  -0.1328
C -3.4304 -1.6623 -1.3623  -0.3538
C -3.1511 -0.2846 -1.9585  -0.0764
C -2.4949 -2.7116 -1.9728  -0.0540
C -2.3525 -1.3278 0.9625  -0.2389
O -1.2015 -0.9340 0.3855  -0.1484
H 0.0689 0.5543 3.8602  0.0869
H -0.9732 0.9841 2.4916  0.0594
H 0.3945 -0.1231 2.2789  0.0458
H -1.8171 -0.7329 4.2504  0.1303
H 0.1130 -2.5544 2.7586  0.0563
H -1.0782 -3.0819 3.9523  0.0871
H 0.2574 -2.0270 4.4365  0.0853
H -3.7111 -1.8143 4.0169  0.1176
H -5.6349 -2.5033 2.6339  0.1056
H -5.4529 -2.4114 0.1724  0.1149
H -4.4462 -1.9301 -1.6628  0.1290
H -2.1641 0.0770 -1.6730  0.0404
H -3.8920 0.4413 -1.6187  0.0533
H -3.2028 -0.3314 -3.0482  0.0891
H -1.4511 -2.4008 -1.8904  0.0619
H -2.7120 -2.8402 -3.0343  0.0840
H -2.6137 -3.6802 -1.4837  0.0849
C 0.9620 3.3151 -0.0128  -0.0084
C 0.7590 1.8901 -0.1913  -0.1337
N 0.6204 0.7616 -0.2978  0.2586
H 0.0067 3.8372 -0.0579  0.0556
H 1.6208 3.6941 -0.7923  0.1034
H 1.4153 3.4819 0.9643  0.1108
C -5.5516 1.9934 1.3456  -0.1914
C -4.9559 2.7368 0.1534  -0.4492
Sb -2.8013 2.6661 0.1157  1.3935
C -2.5469 4.4210 1.3915  -0.4586
C -2.7861 5.7822 0.7487  -0.1995
C -2.6737 3.6471 -1.8278  -0.4264
C -1.4091 3.3894 -2.6467  -0.1949
H -6.6423 2.0095 1.3130  0.0707
H -5.2478 2.4473 2.2913  0.0614
H -5.2335 0.9493 1.3637  0.0466
H -5.2400 3.7909 0.1611  0.0493
H -5.3044 2.3111 -0.7890  0.0411
H -1.5544 4.3788 1.8463  0.0246
H -3.2595 4.2544 2.2031  0.0401
H -2.0441 6.0078 -0.0195  0.0555
H -2.7317 6.5790 1.4933  0.0702
H -3.7704 5.8399 0.2811  0.0627
H -2.8167 4.7166 -1.6805  0.0336
H -3.5532 3.2846 -2.3626  0.0459
H -0.5577 3.9545 -2.2592  0.0448
H -1.5439 3.7054 -3.6828  0.0723
H -1.1344 2.3342 -2.6618  0.0476

The multiplicity is 1. Its charge is +1.


(2)
Formula: C51H42Cl2F10MoN4O2PS4
Source: OMol25
Level of theory: the ωB97M-V functional and the def2-TZVPD basis

Each line ends with the Löwdin charge.
Positions of all 117 atoms, in Å:
Mo 0.2452 0.0880 0.1995  1.3623
C -0.4994 -0.0202 -3.0198  -0.2183
N -0.7610 -0.7346 -1.7248  -0.2177
C -0.3308 -2.1367 -1.9469  -0.1596
C 1.0136 -2.3844 -1.2654  -0.2134
N 0.9837 -1.7477 0.0325  -0.2283
C 0.9639 -2.5301 1.1768  -0.1759
C 1.8808 -2.2637 2.1940  -0.1580
F 2.9531 -1.5608 1.8089  0.0813
C 1.7335 -2.6337 3.5291  -0.0326
F 4.1440 -3.5052 4.5198  -0.0123
C 0.6997 -3.5350 3.7651  -0.1512
F 0.4503 -3.9428 5.0213  0.0956
C -0.0796 -4.0487 2.7460  -0.1537
F -0.9660 -5.0152 3.0113  0.1135
C 0.0376 -3.5418 1.4666  -0.1477
F -0.7513 -4.0201 0.5054  0.1113
C -2.2074 -0.6642 -1.4084  -0.1788
C -2.4698 -1.2645 -0.0396  -0.2163
N -1.5566 -0.6809 0.9457  -0.1235
C -1.9185 -0.8580 2.2537  -0.1694
C -1.6844 0.1403 3.2284  -0.1654
F -1.2665 1.3423 2.8366  0.0559
C -1.9571 -0.0095 4.5718  -0.1569
F -1.6899 0.9977 5.4175  0.0994
C -2.5485 -1.1673 5.0430  -0.1574
F -2.8333 -1.3170 6.3469  0.0968
C -2.8840 -2.1405 4.1247  -0.1577
F -3.5043 -3.2518 4.5397  0.1093
C -2.5848 -1.9875 2.7811  -0.1501
F -2.9218 -3.0222 1.9860  0.0816
H -0.9957 -0.6034 -3.8056  0.0786
H -0.6307 1.9146 -2.3799  0.0653
H 0.5857 -0.0610 -3.1895  0.1068
H -1.0681 -2.8087 -1.5159  0.1013
H -0.2685 -2.3418 -3.0212  0.1193
H 1.2117 -3.4581 -1.1975  0.1238
H 1.8105 -1.9300 -1.8618  0.0615
H -2.4846 0.3866 -1.4065  0.1111
H -2.7919 -1.1943 -2.1730  0.1193
H -3.5080 -1.0413 0.2354  0.1268
H -2.3775 -2.3531 -0.0844  0.0844
O 1.1495 0.7103 1.9615  -0.6699
S 2.5701 1.2209 2.2184  0.9819
C 2.4982 2.9184 2.9636  -0.2778
C 1.1364 3.4540 3.3952  -0.2347
C 0.3002 4.0283 2.2509  -0.2509
C -1.0038 4.6635 2.7664  -0.4568
S -2.5580 4.0386 2.0489  0.9629
O -0.3157 1.5819 -0.2793  -0.5638
C -2.7594 4.9390 0.5533  -0.5320
C -3.9877 4.7982 -0.0960  -0.1260
C -4.2281 5.4552 -1.2896  -0.0986
C -3.2516 6.2704 -1.8490  -0.1086
C -2.0356 6.4155 -1.2007  -0.0918
C -1.7809 5.7506 -0.0091  -0.0893
C 3.0465 0.2456 3.6439  -0.3732
C 2.1094 -0.4603 4.2868  -0.0048
C 2.3808 -1.8920 4.6905  -0.1327
C 3.8651 -2.1994 4.9532  -0.2530
C 4.8349 -1.2638 4.3032  -0.0135
C 4.4472 -0.1529 3.6786  -0.0790
H 2.9623 3.5565 2.2098  0.0798
H 3.1720 2.8388 3.8160  0.0883
H 1.3142 4.2431 4.1335  0.1178
H 0.5787 2.6606 3.8945  0.1024
H 0.0725 3.2396 1.5434  0.0733
H 0.8961 4.7765 1.7177  0.1125
H -1.0106 5.7481 2.6524  0.0712
H -1.1454 4.4384 3.8250  0.0671
H -4.7474 4.1651 0.3475  0.0977
H -5.1881 5.3418 -1.7781  0.0986
H -3.4278 6.7871 -2.7842  0.0940
H -1.2699 7.0507 -1.6293  0.1008
H -0.8152 5.8585 0.4661  0.0894
H 1.0648 -0.1836 4.2201  0.1175
H 1.8106 -2.1665 5.5762  0.1444
H 4.0407 -2.2313 6.0342  0.1485
H 5.8738 -1.5648 4.3534  0.1137
H 5.1666 0.4775 3.1687  0.0907
S 5.4171 2.0035 0.3637  0.1919
P 4.4500 0.9089 -0.9568  0.1145
S 2.4043 0.8640 -1.0657  0.3198
C 5.0933 -0.8046 -1.0062  -0.3574
C 4.5470 -1.7191 -1.9016  -0.1052
C 5.1024 -2.9802 -2.0351  -0.0838
C 6.2190 -3.3299 -1.2864  -0.0989
C 6.7658 -2.4212 -0.3929  -0.0904
C 6.2013 -1.1615 -0.2478  -0.1075
C 4.9088 1.4762 -2.6455  -0.3712
C 4.1198 1.1841 -3.7549  -0.1308
C 4.5378 1.5480 -5.0253  -0.0910
C 5.7427 2.2150 -5.1983  -0.1043
C 6.5243 2.5246 -4.0954  -0.0947
C 6.1115 2.1531 -2.8238  -0.1132
H 3.6907 -1.4298 -2.4968  0.0721
H 4.6697 -3.6920 -2.7276  0.0997
H 6.6647 -4.3100 -1.4037  0.0953
H 7.6379 -2.6937 0.1888  0.0969
H 6.6146 -0.4407 0.4466  0.0574
H 3.1649 0.6958 -3.6103  0.0499
H 3.9191 1.3136 -5.8830  0.0984
H 6.0676 2.4985 -6.1922  0.0939
H 7.4576 3.0588 -4.2262  0.0958
H 6.7098 2.3937 -1.9546  0.0544
Cl -3.0316 0.3052 -5.0256  0.7173
C -1.8468 1.5134 -5.4043  -0.5789
C -1.8453 2.0599 -6.6750  -0.1237
C -0.9461 3.0662 -6.9815  -0.1000
C -0.0818 3.5365 -6.0093  -0.1205
C -0.0895 2.9818 -4.7404  -0.5852
Cl 1.0015 3.6015 -3.5581  0.7347
C -0.9552 1.9240 -4.4007  -0.3019
N -1.0030 1.3369 -3.1357  0.0090
H -2.5548 1.7097 -7.4120  0.0987
H -0.9238 3.4875 -7.9779  0.1009
H 0.6185 4.3308 -6.2310  0.1006

The multiplicity is 1. Its charge is -1. As for the energy above the lowest of the compared OMol25 structures with the same formula, charge and spin: 0.0 kJ/mol.


(3)
Formula: C3H4ClF
Source: OMol25
Level of theory: the ωB97M-V functional and the def2-TZVPD basis

Each line ends with the Löwdin charge.
Positions of all 9 atoms, in Å:
C -1.0244 -0.3167 0.5370  -0.1563
C -0.1296 0.4431 -0.4356  -0.8421
C 1.1540 -0.0473 -0.5796  -0.1375
H -0.5885 0.1643 2.0101  0.2029
H -2.2928 -0.2310 0.0252  0.1526
H -0.0108 -1.4837 0.3410  0.2123
H 1.8874 0.3571 -1.1612  0.0681
F 1.6305 -0.7534 0.5978  -0.1140
Cl -0.6257 1.8678 -1.3346  0.6140

The multiplicity is 1. Its charge is 0. As for the energy above the lowest of the compared OMol25 structures with the same formula, charge and spin: 599.1 kJ/mol.


(4)
Formula: C32H51N4O2P2Sr
Source: OMol25
Level of theory: the ωB97M-V functional and the def2-TZVPD basis

Each line ends with the Löwdin charge.
Positions of all 92 atoms, in Å:
C 1.9984 0.1600 -2.4804  -0.3953
C 2.0364 1.6433 -0.6694  -0.3670
C 3.1533 0.7086 -3.0380  -0.0803
C 3.3190 2.1018 -1.0977  -0.0469
C 3.8652 1.6467 -2.2811  -0.0761
H 3.4591 0.3781 -4.0217  0.1006
H 3.8258 2.8151 -0.4538  0.1064
H 4.8444 1.9871 -2.6112  0.1077
N 1.5003 0.5534 -1.3024  -0.0262
P 0.6456 -2.1892 -1.9627  1.0434
P -0.0766 2.4893 1.3542  0.9859
C 1.1513 -0.9009 -3.1913  -0.2544
H 0.2394 -0.3995 -3.5618  0.0758
H 1.6606 -1.2976 -4.0781  0.0801
C 1.3717 2.3634 0.3756  -0.3449
H 2.0445 3.1018 0.8307  0.0505
C -0.5155 4.3352 0.8849  -0.6464
C 0.4381 2.3108 3.2587  -0.6807
C -0.9359 -2.9141 -2.7192  -0.7108
C 2.1911 -3.2885 -1.9437  -0.6863
C -2.0529 4.3258 0.8735  -0.1151
H -2.4609 4.1239 1.8751  0.0720
H -2.4394 5.3014 0.5497  0.0842
H -2.4447 3.5648 0.1872  0.0517
C 0.0409 5.3695 1.8671  -0.1037
H -0.3258 5.2596 2.8940  0.0638
H 1.1407 5.3685 1.8614  0.0802
H -0.2708 6.3674 1.5197  0.0916
C 0.0735 4.7077 -0.4845  -0.0997
H -0.3746 5.6489 -0.8363  0.0980
H 1.1585 4.8612 -0.4285  0.0873
H -0.1215 3.9591 -1.2505  0.0184
C -0.8291 2.6333 4.0674  -0.1115
H -1.6736 1.9826 3.7974  0.0691
H -0.6197 2.4799 5.1355  0.0839
H -1.1540 3.6763 3.9516  0.0637
C 0.8614 0.8527 3.4950  -0.1318
H 0.0890 0.1210 3.2164  0.0295
H 1.8005 0.6085 2.9793  0.0731
H 1.0442 0.7136 4.5719  0.0949
C 1.5976 3.2020 3.7021  -0.1008
H 1.4143 4.2716 3.5732  0.0519
H 1.7410 3.0381 4.7814  0.0863
H 2.5416 2.9422 3.2066  0.0827
C 1.8747 -4.5639 -1.1442  -0.0945
H 2.7804 -5.1875 -1.1103  0.0940
H 1.5851 -4.3526 -0.1056  0.0605
H 1.0810 -5.1638 -1.6107  0.0672
C 3.3239 -2.5068 -1.2452  -0.0780
H 3.6275 -1.6370 -1.8440  0.0765
H 3.0359 -2.1690 -0.2371  0.0325
H 4.1933 -3.1787 -1.1492  0.1013
C 2.6548 -3.6478 -3.3585  -0.0885
H 3.5374 -4.3010 -3.2762  0.0963
H 1.8948 -4.1915 -3.9294  0.0600
H 2.9583 -2.7632 -3.9307  0.0754
C -1.8737 -1.7663 -3.1524  -0.0968
H -1.5012 -1.2558 -4.0517  0.0806
H -2.8553 -2.1958 -3.4067  0.0957
H -2.0426 -1.0137 -2.3640  0.0644
C -1.6300 -3.7806 -1.6472  -0.1032
H -1.9326 -3.2008 -0.7591  0.0622
H -2.5457 -4.2056 -2.0843  0.0927
H -0.9999 -4.6164 -1.3119  0.0662
C -0.5861 -3.7645 -3.9412  -0.1002
H -0.0166 -3.1976 -4.6907  0.0874
H -0.0351 -4.6758 -3.6738  0.0724
H -1.5248 -4.0861 -4.4183  0.0930
Sr -0.2751 -0.5565 0.4348  1.1921
C 1.6395 -2.1333 1.6575  -0.0071
O 2.1769 -2.6203 2.5526  0.1099
N -1.2232 1.4032 -0.7824  -0.0065
C -1.1861 2.1238 -1.7247  -0.1353
C -1.6990 2.7759 -2.8947  -0.2134
C -3.0152 2.4623 -3.2601  -0.0246
C -0.9648 3.7070 -3.6573  -0.0214
C -3.6194 3.1093 -4.3361  -0.0604
H -3.5482 1.7035 -2.6906  0.1192
C -1.5790 4.3673 -4.7223  -0.0545
H 0.0817 3.9081 -3.4166  0.1239
C -2.9052 4.0695 -5.0585  -0.0587
H -4.6416 2.8509 -4.6035  0.1118
H -1.0254 5.1169 -5.2933  0.1157
H -3.3814 4.5815 -5.8943  0.1129
N -2.1311 -1.9677 4.3071  0.1945
C -1.7221 -2.4331 3.1023  -0.6071
N -1.4118 -3.7528 3.0300  0.1877
O -1.5200 -1.6457 2.1336  -0.2327
H -2.3844 -2.6208 5.0375  0.1211
H -2.5202 -1.0390 4.3181  0.1229
H -1.2717 -4.1442 2.1073  0.1182
H -1.6807 -4.3664 3.7874  0.1199

The multiplicity is 1. Its charge is +1. As for the energy above the lowest of the compared OMol25 structures with the same formula, charge and spin: 30.7 kJ/mol.


no.,HOMO (eV)
1,-10.28
2,-4.08
3,-9.22
4,-8.08